Record 1
{"formula": "C6H8O2", "method": "the ωB97M-V functional and the def2-TZVPD basis", "lumo_energy_ev": 0.250, "relative_energy_kj_mol": 1450.40, "e_homo_ev": -8.2, "homo_lumo_gap_ev": 8.46, "species": ["C", "C", "C", "C", "C", "C", "H", "H", "H", "H", "H", "H", "H", "H", "O", "O"], "coordinates": [[-1.85278, 0.35834, 0.06855], [-0.03610, -0.84879, -0.16606], [1.45735, -1.36029, 0.03102], [1.80278, 0.36167, 0.00828], [1.02924, 1.59767, -0.19123], [-0.60207, 0.98766, 0.31743], [-2.50096, 0.36527, 1.02059], [-2.49323, 0.84197, -0.77870], [0.25157, -0.04228, -1.02244], [1.98017, -1.71019, -0.95536], [1.94404, -1.62857, 1.05984], [2.64570, 0.66620, -0.69690], [1.14937, 2.70682, -0.91841], [-0.62916, 0.88195, -0.85929], [-1.44154, -0.90693, -0.63484], [-0.20072, -0.17540, 0.97769]], "atomic_forces_ev_per_a": [[-7.60, 1.60, -2.05], [1.59, -0.87, -3.69], [1.12, 2.84, -0.38], [0.71, 4.18, -3.73], [-0.95, -1.66, 1.13], [2.95, 4.71, -0.17], [0.84, -1.27, -1.43], [0.73, -0.58, 1.60], [0.23, -3.87, 1.18], [-1.01, 0.29, 2.21], [-1.44, -0.40, -2.05], [-0.05, -0.99, 1.26], [-0.09, -3.98, 2.72], [1.41, 0.46, 0.79], [-0.67, -1.59, 1.85], [2.23, 1.12, 0.77]], "lowdin_charge": [-0.220, -0.441, 0.030, -0.096, 0.018, -0.265, 0.149, 0.158, 0.119, 0.130, 0.126, 0.087, 0.191, 0.140, -0.068, -0.059]}

---

Record 2
{"formula": "C4H14NO", "method": "the ωB97M-V functional and the def2-TZVPD basis", "lumo_energy_ev": -2.946, "relative_energy_kj_mol": 48.18, "charge": 1, "e_homo_ev": -16.3, "homo_lumo_gap_ev": 13.38, "species": ["C", "C", "N", "C", "C", "H", "H", "H", "H", "H", "H", "H", "H", "H", "H", "H", "H", "H", "H", "O"], "coordinates": [[0.57389, -1.59390, 0.23580], [0.35980, -0.49850, -0.78002], [-0.69506, 0.54992, -0.34575], [-2.05620, 0.00587, -0.06965], [1.63206, 0.21408, -1.21261], [1.53531, -2.04086, 0.03912], [-0.19283, -2.36273, 0.16361], [0.56121, -1.23043, 1.25985], [-0.11120, -0.89473, -1.67259], [-0.30535, 1.19219, 0.36444], [-0.74574, 1.00423, -1.25468], [-2.76191, 0.44496, -0.75868], [-1.99257, -1.06378, -0.09972], [-2.34265, 0.23268, 0.95464], [2.15224, 0.64655, -0.35987], [1.43514, 0.93602, -2.00584], [2.24176, -0.56198, -1.67160], [0.27158, 0.94483, 2.81001], [0.24982, 2.50536, 2.31443], [0.19070, 1.57022, 2.08913]], "atomic_forces_ev_per_a": [[-0.48, 0.07, 0.15], [-0.26, 0.32, 0.11], [0.75, -0.49, -1.54], [0.34, 0.27, 1.09], [-0.41, -0.42, 0.02], [0.24, -0.28, 0.05], [0.06, -0.09, -0.01], [0.18, 0.17, 0.09], [-0.03, -0.36, -0.17], [-0.26, -0.31, 0.26], [-0.21, 0.87, 0.40], [-0.17, -0.18, -0.12], [-0.24, -0.48, -0.48], [0.02, 0.31, -0.05], [0.10, 0.14, -0.12], [0.06, 0.25, 0.19], [0.28, 0.09, 0.10], [0.12, 0.59, 0.56], [0.12, -0.42, 0.76], [-0.21, -0.04, -1.31]], "lowdin_charge": [-0.031, -0.370, 0.021, 0.020, -0.031, 0.093, 0.087, 0.086, 0.146, 0.118, 0.159, 0.106, 0.085, 0.105, 0.096, 0.091, 0.099, 0.068, 0.079, -0.029]}

---

Record 3
{"formula": "C4H6O2S", "method": "the ωB97M-V functional and the def2-TZVPD basis", "lumo_energy_ev": 0.396, "relative_energy_kj_mol": 391.24, "e_homo_ev": -8.8, "homo_lumo_gap_ev": 9.21, "species": ["C", "C", "C", "C", "H", "H", "H", "H", "H", "H", "O", "O", "S"], "coordinates": [[-1.93092, -1.81113, 0.06099], [-0.43001, 0.17763, 0.00574], [1.96846, 0.05180, 0.17919], [2.89661, -0.71005, -0.09509], [-2.88581, -1.99263, -0.55480], [-1.00323, -2.32826, -0.42812], [-1.81876, -2.28810, 1.20399], [2.00083, 0.89431, 0.71035], [4.00841, -0.47639, -0.28097], [2.33558, -1.62684, -0.66574], [-1.65649, -0.46168, -0.08027], [0.73616, -0.63236, 0.04111], [-0.64370, 1.89505, -0.03602]], "atomic_forces_ev_per_a": [[2.60, -3.55, 0.24], [-1.02, 0.86, -0.28], [-4.49, 0.02, 0.93], [5.40, -5.67, -5.12], [1.46, -0.02, 1.53], [-1.99, 0.21, 0.45], [-1.07, 1.70, -2.79], [-0.47, 3.58, 1.55], [-2.08, -0.51, 0.90], [2.58, 1.52, 1.37], [2.00, 2.09, 0.71], [-4.32, 2.74, 0.33], [1.39, -2.97, 0.18]], "lowdin_charge": [-0.115, -0.699, -0.255, 0.026, 0.117, 0.101, 0.149, 0.065, 0.111, 0.149, -0.203, -0.083, 0.638]}

---

Record 4
{"formula": "C8H24BF4KO4", "method": "the ωB97M-V functional and the def2-TZVPD basis", "lumo_energy_ev": [-3.475, -10.064], "charge": 1, "multiplicity": 2, "e_homo_ev": [-13.5, -13.5], "homo_lumo_gap_ev": [10.06, 3.47], "species": ["K", "B", "F", "F", "F", "F", "C", "C", "O", "H", "H", "H", "H", "H", "H", "C", "C", "O", "H", "H", "H", "H", "H", "H", "C", "C", "O", "H", "H", "H", "H", "H", "H", "C", "C", "O", "H", "H", "H", "H", "H", "H"], "coordinates": [[11.14644, 14.41346, -10.72167], [12.02561, 16.04141, -7.44083], [11.35652, 15.09584, -8.07061], [12.70480, 15.49815, -6.38119], [12.85443, 16.68384, -8.25858], [11.19204, 17.01426, -6.89209], [7.02269, 17.29037, -11.08937], [8.25550, 17.28808, -11.96759], [9.31246, 16.66897, -11.34235], [6.22826, 17.87854, -11.54876], [7.20906, 17.74117, -10.11461], [6.63373, 16.28612, -10.92117], [8.55278, 18.29700, -12.25360], [7.99093, 16.76825, -12.88840], [9.63422, 17.20498, -10.61382], [15.28982, 17.34430, -10.28147], [14.54884, 16.31656, -11.09741], [13.18600, 16.44902, -10.83492], [16.36383, 17.37091, -10.46557], [15.28114, 17.18582, -9.20309], [14.95382, 18.36388, -10.47026], [14.88047, 15.32904, -10.77660], [14.77547, 16.31384, -12.16358], [13.08489, 16.58219, -9.88959], [6.90543, 11.62987, -11.24832], [7.84599, 12.76765, -11.49276], [8.57556, 13.08370, -10.30192], [6.30666, 11.89589, -10.37722], [7.37038, 10.68367, -10.97151], [6.26812, 11.45258, -12.11464], [7.25283, 13.62973, -11.79783], [8.47476, 12.47663, -12.33422], [7.90656, 13.27966, -9.64189], [11.45729, 11.27381, -8.45980], [12.78637, 11.21078, -9.26503], [12.83403, 12.29506, -10.15753], [11.35369, 12.06925, -7.72181], [11.34745, 10.31482, -7.95347], [10.58583, 11.40102, -9.10205], [12.72539, 10.30012, -9.86091], [13.70193, 11.12960, -8.67914], [13.69844, 12.21152, -10.56668]], "atomic_forces_ev_per_a": [[-0.82, -0.38, 0.42], [-1.36, 0.99, 5.45], [-1.96, -2.64, -2.75], [1.11, -0.74, 0.40], [3.30, 1.84, -4.12], [-0.86, 0.44, -0.39], [-0.39, 0.36, 0.11], [-1.72, 0.98, -0.47], [2.15, -1.62, 0.55], [-0.04, -0.02, -0.09], [0.14, 0.02, 0.05], [0.12, -0.07, -0.05], [-0.19, 0.21, -0.05], [0.44, -0.23, -0.03], [-0.30, 0.24, 0.14], [1.28, 0.91, 1.14], [-0.48, 1.59, -0.43], [1.35, -1.06, -2.71], [0.03, -0.54, -0.63], [-0.54, -0.17, 0.10], [-0.44, -0.18, -0.18], [0.06, -0.94, 0.72], [-0.56, 0.07, -0.20], [-0.58, 0.61, 3.22], [-0.53, -0.43, 0.56], [-0.50, -0.29, -0.19], [0.65, 0.06, -0.71], [-0.50, -0.05, -0.11], [0.38, 0.10, -0.21], [-0.12, 0.07, 0.10], [0.11, 0.22, -0.13], [0.70, 0.37, 0.33], [0.06, 0.07, 0.29], [0.68, -0.14, -0.01], [-1.86, -1.09, 0.82], [0.58, 1.21, -0.69], [0.58, 0.06, 0.06], [-0.09, 0.06, 0.11], [0.16, -0.20, -0.42], [0.07, -0.22, -0.04], [-0.19, 0.30, 0.38], [0.05, 0.21, -0.35]], "mulliken_spin": [0.001, -0.001, 0.000, 0.001, 0.007, 0.004, 0.000, 0.000, 0.001, 0.000, 0.000, 0.000, 0.000, 0.000, 0.000, 0.086, 0.062, 0.674, 0.008, 0.006, 0.009, 0.126, 0.030, -0.011, 0.000, 0.000, 0.000, 0.000, 0.000, 0.000, 0.000, 0.000, 0.000, 0.000, 0.000, -0.001, 0.000, 0.000, 0.000, 0.000, 0.000, 0.000]}